The following is a DFT calculation (the ωB97M-V functional and the def2-TZVPD basis) of a molecular structure, F8H4N4NaO18S8 at a distorted geometry.

Computed properties:
Relative energy (zero: lowest compared OMol25 entry of this formula, charge and spin) in kcal/mol: 106.8
Orbital gap in eV: 7.34
Calculated total energy in Eh: -5722.4014
Max |F| in eV/Å: 9.21
Spin multiplicity: 1
Net charge: -3

XYZ file:
```
43
Properties=species:S:1:pos:R:3:forces:R:3:nbo_charge:R:1
S 4.2583 -3.4607 -2.3390 -0.692 1.638 -9.038 2.372
S -3.2989 1.2066 2.6020 5.645 0.181 3.601 2.350
S 3.3418 1.1589 4.1680 -0.140 -5.473 6.775 2.452
S -2.6754 2.3512 -3.3176 -3.878 -2.654 0.421 2.331
S -5.4974 0.7100 2.1234 -6.760 1.256 -3.272 2.382
S 4.0495 -3.0735 -0.0780 1.593 1.349 6.058 2.309
S -0.4821 3.1921 -3.0574 6.585 3.299 1.534 2.382
S 2.7817 2.4028 2.3122 -1.592 2.264 -5.194 2.372
Na -0.4720 -0.7254 -1.1266 -0.042 0.196 0.107 0.983
F -2.2551 0.6213 3.7431 -0.743 0.183 -0.829 -0.528
F 5.1006 -4.3076 -3.3728 0.969 -0.987 -0.858 -0.536
F -3.3324 0.8516 -3.0635 0.593 0.746 -0.283 -0.537
F 4.5480 1.0316 5.1890 0.955 0.496 1.391 -0.545
F 1.0058 2.6452 -3.3052 0.457 0.025 -0.035 -0.528
F 4.0533 -4.0011 1.2846 -0.270 -0.122 -1.461 -0.518
F -6.6760 -0.0375 2.8753 -1.591 -0.988 -0.509 -0.531
F 3.5942 3.1735 1.1549 0.300 0.059 0.531 -0.518
O -0.5978 4.0880 -4.2158 -0.874 -0.762 2.172 -0.910
O 1.8922 3.4504 2.7928 1.133 -1.741 -0.456 -0.891
O -2.4775 -2.8965 0.2006 0.378 -0.107 -0.369 -0.955
O 4.9674 -2.0323 0.4049 -1.718 -1.854 -1.912 -0.865
O -2.6013 0.8870 1.3869 -1.147 -0.204 0.201 -0.899
O -3.1509 2.6508 -4.6643 1.063 -0.171 1.865 -0.900
O 2.2570 1.2846 1.4911 0.791 1.911 2.645 -0.891
O 4.8009 -2.1199 -2.6677 -1.606 -1.979 1.596 -0.907
O -3.3489 2.5935 3.0016 -0.839 -1.440 -0.607 -0.869
O -0.8985 -2.8358 -3.6625 -0.058 0.291 0.171 -0.943
O 2.6353 -2.7523 -0.2382 2.050 -0.775 -0.484 -0.877
O 2.9192 -3.7947 -2.8576 1.415 0.857 1.569 -0.943
O -3.2416 3.0775 -2.1734 1.704 -0.829 -2.385 -0.853
O 3.3102 -0.2385 3.8141 -1.302 0.825 -0.491 -0.921
O -5.3792 0.1225 0.7700 -0.722 1.384 2.335 -0.918
O 2.3003 1.7778 4.9584 0.104 -1.044 -0.584 -0.924
O -5.9809 2.1029 2.3007 1.335 -2.515 -1.206 -0.910
O -0.3528 3.6519 -1.6647 -1.029 -0.053 -2.940 -0.875
N -1.0852 1.7860 -3.2049 -4.595 0.146 -0.408 -1.104
N 4.8073 -4.1991 -1.1366 -1.861 1.736 4.348 -1.032
N -4.5142 0.1660 3.1165 4.713 1.866 0.212 -1.072
N 4.0487 2.0977 3.2736 -0.200 2.707 -4.494 -1.132
H -1.8202 -2.9737 -3.8808 -0.262 0.087 -0.059 0.465
H -2.7346 -3.0340 1.1123 0.015 0.199 0.322 0.483
H -0.4960 -3.6982 -3.7648 0.379 -0.176 0.098 0.479
H -3.3026 -2.9003 -0.2846 -0.257 0.175 -0.079 0.473
```
Positions in Å, forces in eV/Å.